Formula: C46H48AsInN3
Source: OMol25
Level of theory: ωB97M-V/def2-TZVPD

Structure (XYZ):
```
99
Properties=species:S:1:pos:R:3:lowdin_charge:R:1
In -1.30 -0.67 -0.10 0.821
N -0.15 -3.97 3.64 0.097
N -0.19 -2.87 -1.87 -0.033
C 0.94 2.06 -0.44 -0.294
C 1.92 1.12 -0.04 -0.279
C 1.84 0.98 1.37 -0.279
C 2.65 0.06 2.19 -0.073
H 3.57 -0.23 1.66 0.064
H 2.11 -0.86 2.42 0.049
H 2.93 0.52 3.15 0.071
C 0.84 1.87 1.85 -0.269
C 0.56 2.13 3.27 -0.070
H 1.39 2.69 3.74 0.074
H 0.44 1.20 3.85 0.045
H -0.35 2.72 3.41 0.062
C 0.24 2.49 0.72 -0.296
C -0.91 3.41 0.72 -0.085
H -1.87 2.89 0.80 0.051
H -0.94 3.98 -0.22 0.064
H -0.84 4.12 1.54 0.066
C 2.93 0.51 -0.93 -0.073
H 3.70 1.25 -1.22 0.077
H 2.47 0.14 -1.86 0.045
H 3.44 -0.32 -0.45 0.061
C 0.71 2.56 -1.81 -0.069
H -0.33 2.41 -2.14 0.062
H 1.36 2.05 -2.53 0.063
H 0.93 3.64 -1.88 0.077
C -0.63 -5.22 3.73 -0.163
H -0.34 -5.75 4.65 0.093
C -1.47 -5.86 2.78 -0.090
H -1.91 -6.81 3.02 0.078
C -1.71 -5.12 1.58 -0.087
H -2.24 -5.64 0.78 0.106
C -1.18 -3.87 1.41 -0.035
H -1.09 -3.37 0.42 0.056
C -0.61 -3.28 2.60 -0.362
C -0.45 -1.89 2.66 -0.209
H 0.23 -1.44 1.91 0.050
C -0.76 -1.69 -2.07 -0.393
C 0.71 -3.13 -2.91 -0.128
H 1.59 -3.77 -2.85 0.093
C 0.12 -2.41 -3.96 -0.166
H 0.26 -2.59 -5.04 0.109
N -0.66 -1.39 -3.48 -0.037
C -0.87 -0.11 -4.06 -0.126
C 0.23 0.30 -4.79 -0.211
C 0.12 1.48 -5.49 -0.026
H 0.93 1.80 -6.14 0.113
C -1.00 2.31 -5.42 -0.266
C -1.09 3.49 -6.33 -0.059
H -1.62 4.33 -5.88 0.074
H -1.60 3.24 -7.27 0.079
H -0.08 3.82 -6.61 0.071
C -2.00 1.92 -4.53 -0.020
H -2.85 2.61 -4.43 0.125
C -2.01 0.69 -3.88 -0.208
C -3.23 0.33 -3.11 -0.067
H -3.27 -0.74 -2.88 0.064
H -4.14 0.58 -3.69 0.087
H -3.33 0.92 -2.17 0.075
C 1.53 -0.41 -4.84 -0.056
H 1.54 -1.35 -5.41 0.067
H 1.96 -0.53 -3.83 0.083
H 2.26 0.22 -5.41 0.086
C -6.05 2.50 4.70 -0.114
C -4.97 2.96 3.92 -0.097
C -4.07 2.03 3.38 -0.119
C -4.19 0.65 3.62 -0.371
C -5.31 0.21 4.33 -0.115
C -6.23 1.12 4.89 -0.099
As -2.67 -0.48 2.91 1.249
C -1.69 -0.58 4.60 -0.346
C -0.43 -1.11 4.54 -0.123
C 0.29 -1.63 5.58 -0.038
C -0.19 -1.32 6.87 -0.065
C -1.36 -0.57 6.99 -0.069
C -2.14 -0.21 5.87 -0.059
C -3.73 -2.14 2.97 -0.385
C -3.69 -3.05 4.02 -0.097
C -4.52 -4.19 3.98 -0.092
C -5.40 -4.38 2.92 -0.110
C -5.40 -3.49 1.85 -0.091
C -4.54 -2.39 1.85 -0.117
H -6.74 3.22 5.15 0.091
H -4.85 4.04 3.74 0.102
H -3.24 2.39 2.76 0.075
H -5.50 -0.86 4.47 0.094
H -7.10 0.77 5.47 0.097
H 0.14 -1.29 3.36 0.037
H 1.17 -2.26 5.40 0.130
H 0.40 -1.67 7.73 0.106
H -1.70 -0.26 7.98 0.100
H -3.07 0.36 5.96 0.099
H -3.03 -2.91 4.87 0.104
H -4.48 -4.92 4.80 0.103
H -6.09 -5.24 2.92 0.100
H -6.08 -3.64 1.00 0.102
H -4.50 -1.72 0.99 0.088
```

## Properties
Charge: -1
Maximum force, eV/A: 3.8
Frontier orbital gap (spin up / spin down), eV: 5.10 / 5.10
Energy, eV: -118955.76701
Highest occupied orbital energy (spin up / spin down), eV: -2.81 / -2.81

---

Formula: C46H48AsIrN5O4S2
Source: OMol25
Level of theory: ωB97M-V/def2-TZVPD

Structure (XYZ):
```
107
Properties=species:S:1:pos:R:3:lowdin_charge:R:1
Ir -0.03 -1.46 0.59 1.398
C 0.22 -4.46 -2.48 -0.021
C -0.17 -3.78 -1.19 -0.445
O 0.01 -2.51 -1.17 -0.248
C -0.74 -4.52 -0.17 -0.028
C -1.21 -4.02 1.08 -0.316
C -1.80 -5.02 2.05 -0.033
N -1.15 -2.78 1.46 -0.186
N -1.55 -2.48 2.77 0.098
C -1.16 -1.28 3.10 -0.448
O -0.57 -0.45 2.29 -0.196
C -1.44 -0.81 4.47 -0.131
C -0.85 0.36 4.95 -0.015
C -1.10 0.79 6.25 -0.087
C -1.93 0.05 7.08 -0.107
C -2.51 -1.12 6.61 -0.094
C -2.27 -1.55 5.32 -0.031
H 0.65 -3.73 -3.16 0.050
H -0.65 -4.92 -2.95 0.081
H 0.95 -5.24 -2.29 0.083
H -0.85 -5.58 -0.33 0.093
H -1.80 -6.01 1.60 0.068
H -2.81 -4.74 2.33 0.079
H -1.21 -5.03 2.97 0.081
H -0.20 0.92 4.29 0.104
H -0.63 1.70 6.61 0.097
H -2.11 0.39 8.09 0.093
H -3.16 -1.70 7.26 0.095
H -2.71 -2.46 4.94 0.105
O 5.44 -1.68 2.20 0.033
C 4.73 -2.24 3.19 -0.276
C 5.42 -2.58 4.36 -0.029
C 4.75 -3.18 5.41 -0.104
C 3.39 -3.44 5.33 -0.103
C 2.70 -3.09 4.18 -0.023
C 3.35 -2.49 3.10 -0.067
C 2.55 -2.13 1.90 -0.403
O 1.29 -2.25 2.02 -0.146
N 3.21 -1.67 0.85 -0.001
N 2.38 -1.47 -0.26 -0.113
C 3.03 -1.22 -1.32 -0.886
S 2.22 -1.16 -2.88 0.969
C 3.71 -0.80 -3.85 -0.502
C 4.71 -0.09 -2.97 -0.531
S 4.78 -0.94 -1.37 0.931
H 4.81 -1.53 1.44 0.037
H 6.48 -2.37 4.41 0.109
H 5.30 -3.44 6.31 0.094
H 2.86 -3.91 6.15 0.092
H 1.64 -3.26 4.09 0.113
H 3.39 -0.17 -4.69 0.065
H 4.12 -1.74 -4.24 0.072
H 4.41 0.95 -2.82 0.064
H 5.71 -0.11 -3.40 0.072
C -2.34 6.83 0.68 -0.058
C -1.79 5.51 0.23 -0.275
C -1.89 5.09 -1.09 -0.026
C -1.42 3.86 -1.53 -0.269
C -1.62 3.59 -3.01 -0.047
C -0.81 2.98 -0.61 -0.271
As 0.00 1.21 -1.00 1.338
N -1.18 -0.11 -0.47 -0.376
C -2.56 -0.02 -0.48 -0.365
C -3.27 1.03 -1.11 -0.075
C -4.65 1.10 -1.10 -0.106
C -5.41 0.12 -0.48 -0.135
C -4.74 -0.92 0.15 -0.107
C -3.36 -0.99 0.15 -0.036
C 0.13 1.30 -2.97 -0.354
C -0.52 0.49 -3.92 -0.301
C -1.55 -0.54 -3.56 -0.037
C -0.15 0.60 -5.26 -0.023
C 0.83 1.46 -5.70 -0.283
C 1.20 1.56 -7.16 -0.058
C 1.49 2.23 -4.75 -0.044
C 1.16 2.15 -3.40 -0.342
C 1.95 3.01 -2.44 -0.078
C -0.67 3.41 0.72 -0.270
C 0.02 2.59 1.77 -0.085
C -1.17 4.65 1.12 -0.022
H -2.72 7.41 -0.16 0.068
H -1.57 7.43 1.17 0.076
H -3.15 6.70 1.40 0.079
H -2.37 5.75 -1.81 0.107
H -2.38 4.28 -3.39 0.077
H -1.94 2.58 -3.23 0.061
H -0.70 3.75 -3.58 0.081
H -2.71 1.80 -1.61 0.051
H -5.13 1.93 -1.61 0.095
H -6.49 0.17 -0.47 0.083
H -5.30 -1.70 0.65 0.094
H -2.88 -1.82 0.65 0.072
H -1.21 -1.19 -2.75 0.056
H -1.78 -1.15 -4.44 0.076
H -2.48 -0.08 -3.21 0.072
H -0.67 -0.03 -5.98 0.110
H 0.61 0.87 -7.76 0.070
H 2.25 1.34 -7.32 0.073
H 1.02 2.57 -7.54 0.076
H 2.28 2.91 -5.06 0.114
H 2.66 3.63 -2.99 0.076
H 2.51 2.40 -1.72 0.065
H 1.32 3.68 -1.85 0.066
H 0.95 2.15 1.42 0.057
H -0.60 1.75 2.09 0.056
H 0.25 3.21 2.64 0.075
H -1.05 4.94 2.16 0.115
```

## Properties
Charge: -1
Maximum force, eV/A: 1.2
Frontier orbital gap, eV: 6.37
Energy, eV: -149472.22065
Highest occupied orbital energy, eV: -4.22
Energy above the lowest of the compared OMol25 structures with the same formula, charge and spin, kcal/mol: 35.33

---

Formula: C46H48BrF4N9O6PRbS2Si2Te
Source: OMol25
Level of theory: ωB97M-V/def2-TZVPD

Structure (XYZ):
```
121
Properties=species:S:1:pos:R:3:lowdin_charge:R:1
Rb -0.57 -1.25 0.31 0.830
O -1.79 0.15 -3.61 0.122
C -0.93 -0.72 -3.10 -0.493
O -0.26 -0.51 -2.13 -0.042
C -0.90 -2.00 -3.92 -0.122
O 0.17 -2.84 -3.56 -0.129
C -0.16 -3.88 -2.66 -0.096
C -1.06 -3.47 -1.46 -0.843
O -2.21 -3.08 -1.74 -0.174
O -0.59 -3.61 -0.32 -0.377
H -1.82 0.96 -3.07 0.073
H -0.79 -1.73 -4.98 0.136
H -1.87 -2.50 -3.78 0.135
H 0.79 -4.26 -2.27 0.106
H -0.68 -4.69 -3.19 0.128
F 6.51 -2.37 4.89 0.096
C 5.62 -2.30 3.88 -0.114
C 5.98 -2.72 2.59 -0.117
F 7.22 -3.22 2.37 0.097
C 5.06 -2.65 1.56 -0.210
F 5.45 -3.07 0.35 0.101
C 3.75 -2.16 1.74 -0.292
P 2.50 -2.11 0.39 1.083
C 2.67 -3.90 -0.02 -0.355
C 1.98 -4.76 0.83 -0.097
C 1.97 -6.12 0.61 -0.073
C 2.67 -6.65 -0.47 -0.097
C 3.37 -5.80 -1.31 -0.093
C 3.37 -4.43 -1.09 -0.101
C 3.51 -1.33 -0.92 -0.351
C 3.11 -1.50 -2.24 -0.083
C 3.83 -0.91 -3.27 -0.076
C 4.94 -0.12 -2.98 -0.097
C 5.29 0.11 -1.66 -0.092
C 4.57 -0.48 -0.64 -0.107
C 3.41 -1.77 3.06 -0.552
Br 1.65 -1.18 3.43 0.871
C 4.33 -1.83 4.09 -0.258
F 3.98 -1.44 5.33 0.056
H 1.43 -4.34 1.66 0.108
H 1.42 -6.78 1.26 0.103
H 2.65 -7.71 -0.67 0.094
H 3.93 -6.20 -2.15 0.096
H 3.91 -3.79 -1.77 0.097
H 2.25 -2.11 -2.47 0.100
H 3.52 -1.06 -4.29 0.109
H 5.50 0.34 -3.78 0.099
H 6.13 0.75 -1.43 0.103
H 4.85 -0.28 0.38 0.108
S -4.30 6.33 3.70 0.953
N -4.79 5.00 2.86 -0.222
C -3.72 4.25 2.61 -0.303
C -3.71 3.01 1.92 -0.095
C -4.87 2.42 1.41 0.000
C -4.79 1.20 0.79 -0.018
C -3.52 0.62 0.64 -0.145
N -2.41 1.16 1.08 0.107
C -2.47 2.33 1.73 -0.150
C -1.25 2.89 2.26 -0.118
N -0.10 2.20 2.10 0.140
C 1.00 2.68 2.62 -0.127
C 1.08 3.89 3.31 -0.033
C -0.07 4.63 3.47 -0.001
C -1.27 4.13 2.96 -0.083
C -2.51 4.81 3.13 -0.304
N -2.69 5.96 3.76 -0.228
H -5.81 2.94 1.54 0.114
H -5.67 0.71 0.39 0.112
H -3.42 -0.34 0.14 0.089
H 1.90 2.08 2.47 0.100
H 2.03 4.24 3.71 0.103
H -0.08 5.58 3.98 0.112
O 1.46 0.37 0.51 -0.302
H 1.51 0.89 -0.30 0.017
H 0.72 0.76 1.00 -0.046
N -2.39 -3.83 5.00 0.113
N -2.31 -2.62 4.36 -0.293
N -2.77 -1.50 4.90 0.112
C -2.50 -0.63 3.94 -0.234
N -1.93 -1.20 2.88 -0.091
N -1.83 -2.47 3.14 -0.075
H -1.66 -3.91 5.72 0.087
H -2.25 -4.55 4.29 0.073
H -2.71 0.42 4.00 0.093
Te -3.14 -3.71 0.85 0.960
C -5.22 -3.87 1.14 -1.036
C -6.09 -2.83 1.34 -0.320
C -7.45 -3.18 1.32 -0.259
C -7.65 -4.50 1.10 -0.497
S -6.15 -5.34 0.94 0.833
H -5.72 -1.83 1.50 0.062
H -8.26 -2.46 1.44 0.079
H -8.58 -5.04 1.01 0.027
C -2.97 2.74 -1.97 -0.180
Si -1.43 3.73 -2.57 0.389
C -1.51 3.73 -4.49 -0.205
C -1.82 5.56 -2.11 -0.208
C 0.10 2.98 -1.90 -0.342
Si 1.85 3.47 -2.17 0.401
C 2.67 2.74 -3.77 -0.195
C 2.09 5.37 -2.37 -0.211
C 3.05 2.96 -0.76 -0.178
H -3.67 2.50 -2.77 0.030
H -3.53 3.29 -1.22 0.016
H -2.67 1.81 -1.50 -0.006
H -2.48 4.03 -4.89 0.006
H -1.27 2.75 -4.89 0.005
H -0.77 4.42 -4.89 0.004
H -2.76 5.91 -2.54 0.007
H -1.04 6.23 -2.46 -0.001
H -1.88 5.68 -1.03 0.001
H -0.06 2.15 -1.22 -0.078
H 2.10 3.01 -4.65 0.007
H 2.69 1.66 -3.71 -0.008
H 3.69 3.08 -3.92 0.006
H 1.55 5.73 -3.25 0.004
H 3.13 5.65 -2.49 0.004
H 1.70 5.90 -1.51 0.009
H 3.34 1.92 -0.86 -0.010
H 2.59 3.09 0.21 -0.001
H 3.97 3.54 -0.76 0.019
```

## Properties
Charge: -2
Maximum force, eV/A: 1.9
Frontier orbital gap, eV: 2.87
Energy, eV: -209752.78754
Highest occupied orbital energy, eV: -0.22
Energy above the lowest of the compared OMol25 structures with the same formula, charge and spin, kcal/mol: 62.77

---

Formula: C46H49BrN6O8SeW
Source: OMol25
Level of theory: ωB97M-V/def2-TZVPD

Structure (XYZ):
```
112
Properties=species:S:1:pos:R:3:lowdin_charge:R:1
W -1.14 -0.37 -1.30 2.069
C 6.15 -0.22 0.35 -0.035
C 5.39 0.98 -0.22 -0.553
C 6.24 1.63 -1.32 -0.050
C 5.18 2.01 0.89 -0.056
C 4.06 0.49 -0.79 -0.165
C 2.88 0.58 -0.07 0.039
C 1.68 0.12 -0.64 -0.184
N 0.42 0.11 -0.08 -0.049
C 0.05 0.57 1.16 -0.203
C 0.78 0.52 2.34 0.026
C 0.19 0.95 3.52 -0.156
C -1.06 1.56 3.45 0.029
C -1.83 1.64 2.30 -0.075
C -1.30 1.03 1.16 -0.221
O -1.96 0.77 0.01 -0.254
C -3.19 2.32 2.38 -0.523
C -4.06 1.52 3.36 -0.016
C -3.91 2.41 1.03 -0.038
C -3.00 3.76 2.89 -0.038
C 0.87 0.74 4.86 -0.549
C -0.12 0.03 5.81 -0.029
C 2.11 -0.14 4.75 -0.055
C 1.26 2.11 5.43 -0.035
C 1.66 -0.31 -2.00 -0.237
O 0.43 -0.49 -2.51 -0.298
C 2.87 -0.51 -2.68 -0.084
C 4.03 -0.11 -2.05 0.028
C 2.88 -1.15 -4.06 -0.525
C 2.17 -0.20 -5.04 -0.045
C 4.30 -1.42 -4.58 -0.057
C 2.14 -2.49 -3.97 -0.020
H 7.10 0.11 0.76 0.086
H 6.34 -0.97 -0.42 0.085
H 5.57 -0.69 1.15 0.088
H 7.13 2.07 -0.87 0.083
H 5.68 2.42 -1.83 0.091
H 6.57 0.91 -2.06 0.074
H 6.13 2.45 1.17 0.085
H 4.76 1.54 1.78 0.074
H 4.52 2.81 0.57 0.088
H 2.86 1.02 0.91 0.091
H 1.75 0.06 2.34 0.101
H -1.48 1.96 4.36 0.107
H -4.15 0.49 3.03 0.090
H -5.06 1.96 3.41 0.091
H -3.64 1.52 4.36 0.082
H -4.24 1.44 0.68 0.069
H -3.28 2.87 0.27 0.076
H -4.80 3.04 1.14 0.092
H -2.55 3.80 3.87 0.077
H -3.97 4.25 2.94 0.086
H -2.37 4.32 2.20 0.087
H -0.48 -0.88 5.34 0.092
H -0.97 0.65 6.06 0.079
H 0.39 -0.24 6.73 0.087
H 1.86 -1.10 4.30 0.089
H 2.51 -0.33 5.74 0.088
H 2.89 0.33 4.16 0.076
H 0.40 2.77 5.52 0.078
H 1.98 2.60 4.77 0.086
H 1.71 2.00 6.42 0.086
H 4.96 -0.26 -2.57 0.094
H 2.75 0.71 -5.19 0.089
H 1.20 0.08 -4.65 0.007
H 2.04 -0.69 -6.01 0.088
H 4.84 -0.50 -4.77 0.084
H 4.24 -1.98 -5.51 0.088
H 4.86 -2.03 -3.87 0.088
H 1.16 -2.36 -3.51 0.059
H 2.70 -3.18 -3.36 0.098
H 2.00 -2.93 -4.96 0.088
Br -1.50 -0.02 -5.08 0.920
C -1.77 -1.77 -4.46 -0.670
C -2.22 -2.77 -5.30 -0.079
C -2.33 -4.05 -4.79 -0.017
C -1.95 -4.28 -3.47 0.038
C -1.51 -3.21 -2.71 -0.152
N -1.46 -1.95 -3.18 -0.006
C -0.93 -3.37 -1.30 -0.544
O -0.99 -4.43 -0.73 0.137
O -0.37 -2.27 -0.90 -0.148
H -2.46 -2.54 -6.33 0.106
H -2.67 -4.86 -5.41 0.118
H -1.98 -5.25 -3.00 0.131
O -4.99 -4.49 3.45 -0.010
C -3.91 -4.13 3.90 -0.724
O -3.27 -4.33 4.91 -0.013
C -3.14 -3.16 2.88 -0.067
C -1.76 -3.00 2.95 0.026
C -1.13 -2.23 1.99 -0.080
N -1.79 -1.63 1.00 0.069
C -3.12 -1.78 0.96 -0.165
C -3.84 -2.52 1.87 0.071
C -3.71 -1.18 -0.29 -0.525
O -4.82 -0.71 -0.36 0.121
O -2.88 -1.30 -1.30 -0.199
H -1.21 -3.51 3.73 0.118
H -0.06 -2.09 2.00 0.119
H -4.91 -2.64 1.78 0.131
Se 0.23 3.35 -1.63 1.284
N -1.20 4.26 -2.19 -0.196
C -2.16 3.39 -2.52 -0.367
C -3.46 3.64 -2.98 0.057
C -4.31 2.55 -3.12 -0.006
C -3.89 1.26 -2.87 -0.043
N -2.61 0.96 -2.50 -0.024
C -1.80 2.01 -2.34 -0.503
N -0.56 1.76 -1.93 -0.282
H -3.78 4.65 -3.16 0.129
H -5.32 2.71 -3.44 0.120
H -4.56 0.42 -2.94 0.136
```

## Properties
Maximum force, eV/A: 4.6
Frontier orbital gap, eV: 3.60
Energy, eV: -211033.63250
Highest occupied orbital energy, eV: -6.98